Record 1
Density functional theory data (the ωB97M-V functional and the def2-TZVPD basis) for a structure of composition C53H74BClN11O4STeV.

## Properties
- HOMO energy (spin up / spin down) (eV) = -6.57 / -6.70
- LUMO (spin up / spin down) (eV) = -0.64 / 0.19
- HOMO-LUMO gap (spin up / spin down) (eV) = 5.93 / 6.89
- 2S+1 = 3
- ΔE to the lowest compared entry with this formula, charge and spin (eV) = 0.434

Each line ends with the Mulliken charge.
CARTESIAN COORDINATES (ANGSTROEM)
V: 0.58 1.27 1.20  0.060
C: -1.57 3.63 -0.89  0.623
C: -0.62 4.78 -0.55  0.649
C: 0.01 5.36 -1.83  -1.778
C: 0.42 4.52 0.51  -0.276
C: 1.05 5.63 1.11  -1.871
C: 1.93 5.11 2.01  -0.390
N: 1.84 3.77 1.94  0.150
N: 0.93 3.41 1.03  0.897
B: 2.62 2.79 2.80  -0.582
N: 1.67 1.99 3.69  -0.373
C: 1.54 2.13 5.01  -1.091
C: 0.56 1.25 5.43  -0.873
C: 0.12 0.61 4.26  0.298
N: 0.80 1.10 3.22  1.536
C: -0.84 -0.55 4.25  2.002
C: -0.36 -1.60 5.25  -1.726
C: -2.26 -0.12 4.58  -1.508
N: 3.33 1.85 1.83  -0.112
C: 4.66 1.71 1.71  -0.901
C: 4.90 0.89 0.63  -1.094
C: 3.64 0.57 0.12  -1.231
N: 2.70 1.17 0.86  1.326
C: 3.42 -0.32 -1.06  3.402
C: 3.97 0.36 -2.31  -1.802
C: 4.14 -1.66 -0.87  -1.493
H: -2.41 4.02 -1.45  0.802
H: -1.08 2.87 -1.49  -0.765
H: -1.94 3.19 0.03  -0.806
H: -1.25 5.56 -0.09  0.864
H: 0.35 4.57 -2.49  0.264
H: -0.73 5.96 -2.36  0.422
H: 0.86 6.00 -1.59  0.451
H: 0.84 6.66 0.91  0.667
H: 2.61 5.57 2.70  0.566
H: 3.42 3.36 3.47  -0.146
H: 2.13 2.83 5.56  0.558
H: 0.21 1.11 6.43  0.599
H: -0.84 -0.98 3.24  -0.782
H: -0.33 -1.19 6.26  0.362
H: -1.05 -2.46 5.25  0.447
H: 0.63 -1.96 4.99  0.219
H: -2.30 0.35 5.56  0.348
H: -2.62 0.60 3.84  -0.068
H: -2.93 -0.98 4.59  0.600
H: 5.34 2.17 2.39  0.512
H: 5.85 0.57 0.26  0.605
H: 2.35 -0.52 -1.17  -0.921
H: 5.03 0.56 -2.18  0.393
H: 3.86 -0.30 -3.17  0.378
H: 3.47 1.30 -2.52  0.438
H: 5.20 -1.51 -0.71  0.348
H: 3.73 -2.19 -0.01  0.116
H: 4.00 -2.29 -1.75  0.402
C: -6.27 2.03 6.26  -1.600
C: -5.10 2.42 5.41  1.330
C: -3.87 2.74 5.96  -0.949
C: -2.78 3.05 5.16  -0.376
C: -2.92 3.04 3.79  -1.229
C: -4.15 2.77 3.22  -0.399
C: -5.23 2.44 4.02  -0.860
S: -1.53 3.41 2.70  2.239
O: -0.40 3.66 3.55  -0.690
O: -2.01 4.54 1.93  -0.806
O: -1.40 2.16 1.88  -0.597
H: -6.00 2.01 7.31  0.354
H: -6.64 1.05 5.97  0.338
H: -7.09 2.74 6.14  0.360
H: -3.75 2.74 7.04  0.323
H: -1.81 3.29 5.57  0.486
H: -4.26 2.82 2.15  0.626
H: -6.19 2.20 3.57  0.429
C: -3.26 -2.31 1.12  -0.832
N: -2.98 -0.93 0.78  0.284
C: -4.05 0.04 0.88  -1.116
C: -1.76 -0.47 0.91  -0.047
N: -0.64 -0.16 0.98  -0.145
H: -4.31 -2.51 0.92  0.424
H: -3.05 -2.52 2.17  0.249
H: -2.64 -2.97 0.51  0.215
H: -4.76 -0.11 0.07  0.423
H: -3.62 1.04 0.82  0.115
H: -4.57 -0.04 1.84  0.435
C: 3.63 -7.49 0.70  -1.730
C: 3.18 -6.08 0.89  0.693
C: 2.06 -5.57 0.26  -0.967
C: 1.63 -4.26 0.49  1.364
C: 0.43 -3.74 -0.23  -0.648
C: 2.32 -3.44 1.38  -1.086
Te: 1.59 -1.53 2.10  0.756
C: 3.50 -3.93 1.97  1.672
C: 4.32 -3.07 2.87  -1.788
C: 3.90 -5.23 1.72  -1.002
H: 2.99 -8.02 0.00  0.348
H: 3.62 -8.02 1.65  0.367
H: 4.65 -7.52 0.32  0.377
H: 1.49 -6.21 -0.40  0.308
H: -0.19 -4.54 -0.63  0.507
H: 0.74 -3.09 -1.06  -0.214
H: -0.16 -3.12 0.45  -0.127
H: 4.54 -2.12 2.39  0.208
H: 5.26 -3.56 3.13  0.407
H: 3.77 -2.86 3.78  0.281
H: 4.80 -5.61 2.21  0.394
C: -2.45 1.58 -3.81  -1.593
C: -2.24 0.37 -4.74  2.466
C: -2.66 -0.88 -3.95  -1.592
C: -3.20 0.51 -5.93  -1.919
C: -0.75 0.32 -5.24  1.979
O: -0.31 1.63 -5.55  -0.652
C: -0.52 -0.50 -6.53  -1.963
C: -0.72 -2.02 -6.57  -1.354
C: 0.22 -2.81 -5.69  0.280
C: 1.60 -2.68 -5.84  -0.060
C: 2.47 -3.36 -5.01  -0.772
C: 1.97 -4.20 -4.03  0.510
Cl: 3.05 -5.02 -2.96  -0.124
C: 0.60 -4.38 -3.90  -1.028
C: -0.26 -3.69 -4.73  -0.261
C: 0.26 -0.18 -4.18  -3.105
N: 0.43 0.62 -3.01  2.223
C: 0.10 0.32 -1.75  -1.788
N: 0.56 1.25 -0.92  1.957
C: 1.18 2.12 -1.75  -1.809
N: 1.12 1.76 -3.01  -0.947
H: -3.51 1.80 -3.72  0.554
H: -1.95 2.46 -4.20  0.374
H: -2.06 1.38 -2.82  -0.063
H: -3.72 -0.82 -3.73  0.567
H: -2.13 -0.95 -3.01  -0.012
H: -2.49 -1.79 -4.51  0.220
H: -4.21 0.66 -5.57  0.550
H: -3.20 -0.37 -6.56  0.333
H: -2.95 1.38 -6.54  0.382
H: -0.85 2.00 -6.25  0.635
H: 0.52 -0.30 -6.81  0.653
H: -1.14 -0.07 -7.32  0.522
H: -0.55 -2.33 -7.61  0.494
H: -1.75 -2.29 -6.34  0.448
H: 1.99 -2.04 -6.61  0.472
H: 3.54 -3.24 -5.13  0.462
H: 0.22 -5.06 -3.16  0.475
H: -1.32 -3.84 -4.62  0.371
H: 1.23 -0.21 -4.68  0.755
H: -0.01 -1.19 -3.87  0.354
H: -0.40 -0.59 -1.46  0.487
H: 1.69 3.00 -1.42  0.703


Record 2
Density functional theory data (the ωB97M-V functional and the def2-TZVPD basis) for a structure of composition C53H79F6GeP2SbSiSn.

## Properties
- HOMO energy (spin up / spin down) (eV) = -15.57 / -16.12
- LUMO (spin up / spin down) (eV) = -8.41 / -10.57
- HOMO-LUMO gap (spin up / spin down) (eV) = 7.15 / 5.55
- total charge = +3
- 2S+1 = 2

Each line ends with the Mulliken charge.
CARTESIAN COORDINATES (ANGSTROEM)
Sn: 0.10 -0.39 -0.31  1.694
C: -3.49 2.02 2.34  -1.480
Si: -1.88 1.01 2.15  -0.514
C: -2.34 -0.82 2.39  0.038
C: -2.54 -1.14 3.73  -0.047
C: -2.95 -2.39 4.15  -1.096
C: -3.16 -3.39 3.21  -0.848
C: -2.96 -3.11 1.87  -0.683
C: -2.58 -1.83 1.44  1.515
P: -2.47 -1.51 -0.35  -0.937
C: -3.98 -0.46 -0.70  2.606
C: -4.06 0.05 -2.14  -1.081
C: -4.77 -0.93 -3.08  -0.443
C: -6.15 -1.26 -2.54  -1.106
C: -6.04 -1.93 -1.18  -0.499
C: -5.32 -1.02 -0.19  -1.086
C: -2.10 -3.10 -1.30  1.486
C: -1.48 -2.69 -2.64  -0.670
C: -0.82 -3.89 -3.33  0.317
C: -1.82 -5.03 -3.51  -1.175
C: -2.47 -5.39 -2.18  -0.998
C: -3.16 -4.17 -1.57  -0.667
C: -0.46 1.61 3.28  0.100
C: -0.78 2.66 4.13  -0.767
C: 0.19 3.34 4.86  -0.893
C: 1.51 2.96 4.74  -1.047
C: 1.85 1.89 3.93  -0.885
C: 0.88 1.19 3.22  0.713
P: 1.43 -0.23 2.21  -0.089
C: 3.28 -0.12 2.05  0.330
C: 3.76 -0.80 0.75  1.550
C: 5.22 -1.27 0.87  -0.890
C: 6.03 -0.24 1.65  -1.041
C: 5.53 -0.15 3.10  -0.979
C: 4.09 -0.65 3.24  -1.223
C: 0.89 -1.80 3.10  1.869
C: 1.32 -3.04 2.31  0.011
C: 0.66 -4.28 2.90  -0.257
C: 1.02 -4.42 4.38  -0.900
C: 0.62 -3.17 5.15  -0.477
C: 1.29 -1.92 4.57  -1.065
H: -3.91 1.90 3.33  0.467
H: -4.25 1.70 1.64  0.346
H: -3.32 3.08 2.18  0.481
H: -2.38 -0.37 4.47  0.490
H: -3.10 -2.60 5.20  0.493
H: -3.48 -4.37 3.51  0.482
H: -3.15 -3.88 1.15  0.248
H: -3.71 0.39 -0.06  -1.592
H: -3.05 0.29 -2.51  0.387
H: -4.64 0.97 -2.14  0.514
H: -4.19 -1.85 -3.17  -0.080
H: -4.85 -0.48 -4.07  0.514
H: -6.67 -1.93 -3.24  0.471
H: -6.75 -0.35 -2.46  0.376
H: -5.51 -2.87 -1.27  0.092
H: -7.03 -2.14 -0.79  0.463
H: -5.17 -1.53 0.77  0.409
H: -5.96 -0.15 0.00  0.578
H: -1.31 -3.54 -0.66  0.480
H: -0.72 -1.90 -2.50  -0.661
H: -2.25 -2.29 -3.30  0.527
H: 0.02 -4.24 -2.72  -0.668
H: -0.44 -3.58 -4.30  0.436
H: -1.31 -5.90 -3.92  0.464
H: -2.59 -4.74 -4.22  0.407
H: -1.71 -5.76 -1.49  0.312
H: -3.20 -6.18 -2.32  0.497
H: -3.69 -4.47 -0.66  0.463
H: -3.90 -3.80 -2.28  0.504
H: -1.81 2.98 4.23  0.446
H: -0.09 4.17 5.49  0.500
H: 2.28 3.49 5.29  0.493
H: 2.89 1.61 3.88  0.415
H: 3.47 0.95 1.94  1.188
H: 3.71 -0.08 -0.06  -0.394
H: 3.12 -1.66 0.48  -1.096
H: 5.64 -1.40 -0.13  0.463
H: 5.28 -2.24 1.38  0.438
H: 5.94 0.73 1.15  0.359
H: 7.08 -0.51 1.63  0.517
H: 5.62 0.88 3.45  0.314
H: 6.16 -0.76 3.75  0.428
H: 3.69 -0.32 4.20  0.581
H: 4.09 -1.74 3.23  0.455
H: -0.20 -1.74 3.06  -0.434
H: 2.40 -3.16 2.37  0.200
H: 1.03 -2.93 1.25  -0.578
H: 0.97 -5.17 2.35  0.417
H: -0.43 -4.19 2.80  -0.017
H: 2.10 -4.59 4.48  0.290
H: 0.52 -5.29 4.80  0.511
H: 0.91 -3.27 6.20  0.498
H: -0.47 -3.05 5.11  0.001
H: 2.37 -2.04 4.68  0.217
H: 0.98 -1.04 5.13  0.496
C: 3.31 -4.60 -6.94  -1.076
C: 3.87 -3.21 -6.69  -0.752
C: 4.03 -2.86 -5.21  -0.653
C: 2.67 -2.74 -4.53  -0.224
Ge: 2.87 -2.92 -2.54  0.873
C: 4.45 -3.86 -1.69  -0.449
C: 4.40 -5.36 -2.03  -0.897
C: 3.55 -6.19 -1.07  -0.848
C: 2.06 -5.87 -1.13  -0.224
H: 3.18 -4.76 -8.01  0.388
H: 2.34 -4.74 -6.46  0.244
H: 3.99 -5.36 -6.57  0.278
H: 3.24 -2.46 -7.17  0.331
H: 4.85 -3.14 -7.16  0.404
H: 4.58 -1.92 -5.11  0.393
H: 4.62 -3.66 -4.74  0.267
H: 2.01 -3.55 -4.83  0.097
H: 2.19 -1.79 -4.76  0.500
H: 1.58 -2.75 -1.57  -0.453
H: 5.34 -3.40 -2.12  0.610
H: 4.46 -3.71 -0.61  0.279
H: 5.42 -5.73 -1.99  0.486
H: 4.04 -5.52 -3.05  0.285
H: 3.91 -6.06 -0.05  0.334
H: 3.69 -7.24 -1.33  0.418
H: 1.85 -4.88 -0.70  -0.487
H: 1.50 -6.61 -0.56  0.559
H: 1.71 -5.90 -2.16  0.260
F: 1.90 1.57 -0.79  -0.720
Sb: 2.19 1.38 -2.69  1.911
F: 4.01 1.55 -2.41  -0.520
F: 2.50 -0.56 -2.14  -0.188
F: 2.33 0.68 -4.41  -0.482
F: 0.34 0.79 -2.71  -0.857
F: 1.64 3.12 -2.90  -0.475
C: -1.21 1.40 0.37  -0.142
C: -1.47 2.42 -0.30  0.854
C: -1.87 3.52 -1.04  -0.116
C: -0.98 4.57 -1.36  -0.334
C: -1.44 5.66 -2.07  -0.909
C: -2.78 5.73 -2.46  -0.430
C: -3.66 4.71 -2.14  -0.916
C: -3.22 3.61 -1.44  -0.025
H: 0.05 4.50 -1.07  0.577
H: -0.76 6.45 -2.33  0.456
H: -3.13 6.59 -3.00  0.464
H: -4.70 4.77 -2.43  0.468
H: -3.90 2.81 -1.18  0.445


Record 3
Density functional theory data (the ωB97M-V functional and the def2-TZVPD basis) for a cluster of 19 separate species, C53H82BrN21O5P in total.

## Properties
- HOMO energy (eV) = -11.68
- LUMO (eV) = -4.54
- HOMO-LUMO gap (eV) = 7.14
- total charge = +1
- 2S+1 = 1

Each line ends with the Mulliken charge.
CARTESIAN COORDINATES (ANGSTROEM)
C: 5.26 -2.21 3.92  -1.155
C: 5.24 -3.23 2.72  0.304
C: 5.74 -2.48 1.44  0.206
O: 6.91 -2.36 1.29  -0.546
O: 4.91 -1.89 0.49  -0.361
C: 3.57 -2.41 0.49  -0.807
C: 2.86 -1.86 -0.80  -0.873
C: 1.60 -1.00 -0.53  -0.476
C: 0.25 -1.40 -0.99  0.132
C: 0.03 -2.73 -1.73  -0.702
O: 0.65 -3.81 -1.03  -0.318
C: -0.03 -5.05 -1.32  -0.860
C: -0.77 -0.42 -0.60  -0.101
C: -2.24 -0.79 -1.01  -0.749
Br: -2.44 -0.87 -2.99  -0.046
C: -2.78 -2.09 -0.28  -0.084
C: -4.03 -1.73 0.64  -1.306
N: -0.68 0.73 0.03  -1.083
N: 0.53 1.08 0.43  1.031
C: 0.61 2.40 1.14  -0.984
O: -0.52 3.21 0.81  -0.326
C: -0.01 4.50 0.44  0.568
C: 0.53 5.49 1.50  -0.595
O: 0.01 4.76 -0.72  -0.527
C: 1.59 0.27 0.19  1.079
P: 3.27 0.85 0.86  0.757
N: 4.16 1.17 -0.41  -0.546
H: 4.24 -1.81 4.13  0.256
H: 5.92 -1.34 3.69  0.318
H: 5.69 -2.71 4.82  0.354
H: 6.02 -4.00 2.94  -0.084
H: 4.28 -3.79 2.60  0.429
H: 3.00 -2.15 1.42  0.448
H: 3.59 -3.53 0.43  0.528
H: 2.61 -2.72 -1.47  0.574
H: 3.59 -1.23 -1.37  0.537
H: -1.03 -2.98 -1.93  0.462
H: 0.53 -2.63 -2.74  0.298
H: 0.71 -5.88 -1.29  0.280
H: -0.45 -5.06 -2.36  0.398
H: -0.85 -5.28 -0.60  0.304
H: -2.94 0.03 -0.71  0.635
H: -1.98 -2.42 0.43  0.191
H: -3.05 -2.90 -1.00  0.426
H: -5.00 -1.87 0.09  0.330
H: -4.00 -2.33 1.58  0.341
H: -4.02 -0.66 0.96  0.292
H: 0.54 2.17 2.23  0.159
H: 1.52 2.97 0.85  0.659
H: 0.06 5.39 2.50  0.248
H: 1.62 5.23 1.64  0.356
H: 0.54 6.54 1.12  0.031
H: 3.85 -0.15 1.72  -0.108
H: 3.18 2.03 1.65  0.124
H: 3.64 0.99 -1.27  0.240
C: -2.12 3.25 -2.95  -0.393
C: -3.37 2.66 -2.50  0.396
N: -4.36 2.19 -2.14  -0.453
H: -2.27 3.89 -3.82  0.356
H: -1.66 3.86 -2.17  -0.055
H: -1.40 2.48 -3.23  0.209
C: -2.84 6.25 3.37  -0.644
C: -1.94 7.33 3.75  0.421
N: -1.23 8.19 4.05  -0.433
H: -2.31 5.30 3.29  0.146
H: -3.64 6.11 4.10  0.342
H: -3.32 6.44 2.41  0.213
C: 2.26 9.61 2.01  -0.722
C: 2.77 8.24 2.03  0.522
N: 3.13 7.15 2.02  -0.492
H: 2.09 9.96 0.99  0.190
H: 1.31 9.69 2.54  0.225
H: 2.95 10.30 2.48  0.279
C: -6.10 -1.43 4.57  -0.823
C: -6.51 -1.84 3.23  0.403
N: -6.82 -2.16 2.17  -0.379
H: -5.93 -2.29 5.22  0.272
H: -5.18 -0.85 4.55  0.262
H: -6.87 -0.81 5.04  0.307
C: -0.47 8.58 -1.38  -0.272
C: 0.36 9.74 -1.05  0.478
N: 1.01 10.64 -0.79  -0.542
H: 0.13 7.67 -1.45  0.166
H: -1.24 8.41 -0.64  -0.137
H: -0.97 8.71 -2.35  0.369
C: -0.23 -9.54 -1.68  -0.823
C: -1.32 -8.57 -1.61  0.459
N: -2.17 -7.81 -1.56  -0.473
H: -0.20 -10.03 -2.65  0.220
H: 0.74 -9.07 -1.53  0.259
H: -0.34 -10.32 -0.92  0.368
C: -4.46 -8.77 -4.88  -0.744
C: -3.44 -9.79 -4.68  0.364
N: -2.64 -10.60 -4.52  -0.446
H: -5.30 -8.89 -4.19  0.228
H: -4.06 -7.76 -4.73  0.311
H: -4.87 -8.80 -5.89  0.289
C: -8.32 -7.09 -6.82  -0.795
C: -7.43 -8.24 -6.71  0.478
N: -6.73 -9.15 -6.62  -0.521
H: -9.16 -7.17 -6.13  0.324
H: -7.80 -6.16 -6.59  0.188
H: -8.73 -7.00 -7.82  0.294
C: -4.22 10.66 -0.16  -0.886
C: -3.69 9.30 -0.13  0.472
N: -3.27 8.23 -0.11  -0.478
H: -4.40 11.00 -1.18  0.294
H: -5.16 10.73 0.39  0.313
H: -3.52 11.37 0.31  0.281
C: 7.01 4.07 -0.25  -0.803
C: 6.10 3.72 0.84  0.422
N: 5.39 3.44 1.70  -0.428
H: 7.21 3.22 -0.89  0.212
H: 6.59 4.86 -0.87  0.272
H: 7.97 4.43 0.13  0.327
C: 3.76 6.61 5.54  -0.542
C: 2.89 6.19 6.63  0.442
N: 2.20 5.85 7.49  -0.416
H: 4.04 5.77 4.90  0.274
H: 3.28 7.36 4.91  -0.115
H: 4.69 7.05 5.92  0.322
C: 3.65 10.79 5.75  -0.935
C: 4.29 9.96 4.74  0.500
N: 4.79 9.30 3.94  -0.438
H: 2.77 11.30 5.35  0.307
H: 3.32 10.20 6.60  0.286
H: 4.33 11.56 6.12  0.325
C: 7.79 -7.21 3.27  -0.834
C: 6.45 -6.70 3.53  0.463
N: 5.39 -6.30 3.73  -0.416
H: 7.84 -7.74 2.32  0.269
H: 8.52 -6.40 3.24  0.284
H: 8.11 -7.91 4.05  0.300
C: 6.07 2.84 -4.33  -0.680
C: 7.03 3.88 -3.95  0.344
N: 7.78 4.69 -3.64  -0.383
H: 6.56 1.87 -4.42  0.272
H: 5.28 2.75 -3.59  0.153
H: 5.61 3.07 -5.29  0.316
C: -8.74 -11.92 -4.29  -0.723
C: -9.64 -10.92 -4.87  0.351
N: -10.34 -10.14 -5.33  -0.378
H: -7.70 -11.63 -4.41  0.218
H: -8.93 -12.05 -3.23  0.270
H: -8.87 -12.89 -4.77  0.264
C: 0.55 5.18 10.30  -0.695
C: -0.33 4.75 11.38  0.227
N: -1.03 4.41 12.23  -0.345
H: 0.82 4.34 9.66  0.267
H: 0.07 5.93 9.67  0.271
H: 1.47 5.61 10.68  0.277
C: 3.25 -10.47 -4.13  -0.857
C: 2.16 -9.50 -4.04  0.443
N: 1.31 -8.74 -3.98  -0.402
H: 3.27 -10.95 -5.10  0.289
H: 4.22 -9.99 -3.98  0.286
H: 3.15 -11.25 -3.38  0.266
C: -6.61 -3.78 -8.78  -0.779
C: -7.87 -4.51 -8.88  0.417
N: -8.86 -5.08 -8.95  -0.429
H: -6.14 -3.66 -9.76  0.290
H: -6.75 -2.78 -8.36  0.269
H: -5.89 -4.30 -8.14  0.259